Version A
Here is 2 unconnected molecules or ions with the total composition C4H12 from OMol25. Energies are from ωB97M-V with the def2-TZVPD basis set.

Calculated values
Net charge = -1
2S+1 = 2
LUMO energy (spin up / spin down) = 4.4 / 4.5 eV
HOMO-LUMO gap (spin up / spin down) = 2.84 / 12.25 eV
Expectation value of S² = 0.750

Last column: Löwdin charge in e.
Cartesian coordinates (Å):
C -0.33 -1.36 -2.36  -0.3626
C -0.99 -0.16 -1.68  -0.3821
H 0.64 -1.63 -1.92  0.0224
H -0.97 -2.25 -2.39  0.0303
H -0.17 -1.16 -3.42  0.0291
H -2.06 -0.19 -1.88  0.0161
H -0.53 0.79 -1.92  0.0256
H -0.95 -0.36 -0.61  0.0178
C 1.06 1.13 1.46  -0.2841
C 0.26 0.46 2.60  -0.2969
H 0.73 2.18 1.41  0.0359
H 2.13 1.22 1.65  0.0372
H 0.86 0.67 0.50  0.0219
H -0.60 -0.06 2.18  0.0215
H 0.02 1.06 3.47  0.0385
H 0.89 -0.36 2.93  0.0293


Version B
Here is 2 unconnected molecules or ions with the total composition C4H12 from OMol25. Energies are from ωB97M-V with the def2-TZVPD basis set.

Calculated values
Net charge = -1
2S+1 = 2
LUMO energy (spin up / spin down) = 4.4 / 4.4 eV
HOMO-LUMO gap (spin up / spin down) = 2.89 / 11.26 eV
Expectation value of S² = 0.750

Last column: Löwdin charge in e.
Cartesian coordinates (Å):
C 0.21 -0.09 1.84  -0.2700
C 1.26 0.98 1.58  -0.3603
H 0.57 -1.02 1.23  0.0637
H 0.09 -0.26 2.84  0.0019
H -0.68 -0.02 1.21  0.0355
H 1.05 1.98 1.79  -0.0053
H 1.56 0.96 0.45  0.0489
H 2.26 0.89 2.09  0.0465
C -0.11 -0.19 -1.89  -0.4213
C -1.52 -0.62 -1.53  -0.3319
H 0.19 0.83 -1.44  0.0290
H 0.75 -0.77 -1.27  0.0455
H 0.14 -0.35 -2.94  0.0011
H -1.53 -1.38 -0.67  0.0515
H -2.10 -1.12 -2.26  0.0097
H -2.14 0.20 -1.04  0.0554


Q: Which of them is the most stable? A: version A.


Version A
Here is 2 unconnected molecules or ions with the total composition C4H12 from OMol25. Energies are from ωB97M-V with the def2-TZVPD basis set.

Calculated values
Net charge = -1
2S+1 = 2
LUMO energy (spin up / spin down) = 4.4 / 4.7 eV
HOMO-LUMO gap (spin up / spin down) = 2.78 / 12.46 eV
Expectation value of S² = 0.750

Last column: Löwdin charge in e.
Cartesian coordinates (Å):
C -0.49 -1.02 -1.36  -0.3414
C 0.12 -2.38 -1.00  -0.3289
H -1.18 -0.75 -0.56  0.0249
H 0.22 -0.19 -1.38  0.0224
H -1.06 -1.08 -2.29  0.0296
H 0.76 -2.31 -0.13  0.0234
H -0.67 -3.12 -0.82  0.0363
H 0.69 -2.77 -1.85  0.0323
C -0.23 1.31 1.68  -0.3385
C 0.61 2.07 0.66  -0.3310
H 0.20 1.48 2.66  0.0300
H -1.28 1.63 1.68  0.0287
H -0.24 0.23 1.51  0.0229
H 1.67 1.89 0.87  0.0275
H 0.45 3.15 0.72  0.0345
H 0.43 1.85 -0.40  0.0271


Version B
Here is 2 unconnected molecules or ions with the total composition C4H12 from OMol25. Energies are from ωB97M-V with the def2-TZVPD basis set.

Calculated values
Net charge = -1
2S+1 = 2
LUMO energy (spin up / spin down) = 4.3 / 4.4 eV
HOMO-LUMO gap (spin up / spin down) = 2.74 / 11.49 eV
Expectation value of S² = 0.750

Last column: Löwdin charge in e.
Cartesian coordinates (Å):
C 0.91 -0.94 -1.33  -0.2889
C 2.33 -1.24 -0.72  -0.2795
H 0.32 -1.80 -1.01  0.0313
H 0.45 -0.05 -0.88  0.0240
H 0.96 -0.81 -2.42  0.0397
H 2.36 -1.46 0.36  0.0327
H 2.95 -0.34 -1.01  0.0489
H 2.64 -2.18 -1.18  0.0309
C -2.05 0.43 1.00  -0.3195
C -1.12 1.66 1.09  -0.4422
H -3.09 0.68 0.70  0.0314
H -1.75 -0.23 0.17  0.0394
H -2.26 0.14 2.03  0.0256
H -0.83 1.89 0.05  0.0122
H -0.37 1.55 1.86  0.0101
H -1.44 2.69 1.29  0.0038


Version C
Here is 2 unconnected molecules or ions with the total composition C4H12 from OMol25. Energies are from ωB97M-V with the def2-TZVPD basis set.

Calculated values
Net charge = -1
2S+1 = 2
LUMO energy (spin up / spin down) = 4.2 / 4.4 eV
HOMO-LUMO gap (spin up / spin down) = 2.71 / 11.79 eV
Expectation value of S² = 0.750

Last column: Löwdin charge in e.
Cartesian coordinates (Å):
C 0.69 2.04 -0.03  -0.2661
C 1.63 1.00 -0.64  -0.3843
H 0.69 2.12 1.05  0.0390
H 1.13 3.02 -0.29  0.0366
H -0.27 1.88 -0.50  0.0380
H 1.55 0.96 -1.73  0.0192
H 1.35 0.00 -0.31  0.0126
H 2.70 1.17 -0.58  0.0189
C -1.05 -1.97 -0.19  -0.4045
C -1.37 -1.02 0.95  -0.2863
H -1.91 -2.52 -0.57  0.0277
H -0.31 -1.47 -0.84  0.0211
H -0.43 -2.85 0.06  0.0163
H -0.50 -0.51 1.37  0.0333
H -1.86 -1.58 1.75  0.0359
H -2.04 -0.27 0.52  0.0427


Q: Which of them is the most stable? A: version A.


Version A
Here is 2 unconnected molecules or ions with the total composition C4H12 from OMol25. Energies are from ωB97M-V with the def2-TZVPD basis set.

Calculated values
Net charge = -1
2S+1 = 2
LUMO energy (spin up / spin down) = 4.4 / 4.5 eV
HOMO-LUMO gap (spin up / spin down) = 2.77 / 11.80 eV
Expectation value of S² = 0.750

Last column: Löwdin charge in e.
Cartesian coordinates (Å):
C 1.36 0.97 1.14  -0.4218
C 0.43 1.79 0.29  -0.3219
H 0.76 0.17 1.64  0.0329
H 1.99 0.48 0.52  -0.0190
H 1.77 1.52 1.96  0.0107
H 0.01 2.71 0.84  0.0548
H 1.02 2.38 -0.41  0.0199
H -0.38 1.31 -0.38  0.0578
C -0.32 -1.66 -1.19  -0.3079
C -1.48 -1.10 -0.28  -0.2801
H 0.66 -1.35 -0.73  0.0381
H -0.45 -2.72 -1.31  0.0102
H -0.30 -1.31 -2.25  0.0369
H -2.49 -1.39 -0.65  0.0394
H -1.24 -0.10 0.12  0.0040
H -1.34 -1.69 0.71  0.0460


Version B
Here is 2 unconnected molecules or ions with the total composition C4H12 from OMol25. Energies are from ωB97M-V with the def2-TZVPD basis set.

Calculated values
Net charge = -1
2S+1 = 2
LUMO energy (spin up / spin down) = 4.3 / 4.5 eV
HOMO-LUMO gap (spin up / spin down) = 2.72 / 12.12 eV
Expectation value of S² = 0.750

Last column: Löwdin charge in e.
Cartesian coordinates (Å):
C -0.08 1.04 1.37  -0.3222
C 0.99 1.98 1.91  -0.2871
H -1.11 1.34 1.63  0.0334
H 0.00 0.82 0.31  0.0058
H -0.10 0.09 1.92  0.0320
H 1.16 1.75 2.96  0.0398
H 0.79 3.03 1.70  0.0385
H 1.92 1.77 1.37  0.0313
C -0.84 -2.13 -1.80  -0.3098
C -0.02 -0.87 -1.47  -0.4044
H -1.82 -2.10 -1.30  0.0324
H -1.02 -2.09 -2.87  0.0339
H -0.35 -3.04 -1.45  0.0285
H -0.74 -0.05 -1.52  0.0241
H 0.49 -0.86 -0.51  0.0126
H 0.72 -0.68 -2.25  0.0112


Q: Which of them is the most stable? A: version B.


Version A
Here is 2 unconnected molecules or ions with the total composition C4H12 from OMol25. Energies are from ωB97M-V with the def2-TZVPD basis set.

Calculated values
Net charge = -1
2S+1 = 2
LUMO energy (spin up / spin down) = 4.3 / 4.4 eV
HOMO-LUMO gap (spin up / spin down) = 2.73 / 12.16 eV
Expectation value of S² = 0.750

Last column: Löwdin charge in e.
Cartesian coordinates (Å):
C 1.39 -1.22 -0.75  -0.3062
C 1.48 -1.66 0.71  -0.2870
H 0.81 -0.30 -0.78  0.0268
H 2.34 -0.75 -1.06  0.0303
H 1.12 -1.97 -1.48  0.0382
H 1.68 -0.88 1.43  0.0264
H 2.15 -2.51 0.85  0.0366
H 0.46 -2.02 0.95  0.0445
C -1.04 2.02 -0.26  -0.4394
C -1.86 0.84 0.29  -0.2920
H -1.48 2.98 0.01  0.0103
H -0.04 2.07 0.18  0.0037
H -0.91 1.89 -1.34  0.0154
H -2.10 0.96 1.34  0.0313
H -2.71 0.79 -0.39  0.0367
H -1.33 -0.11 0.24  0.0244


Version B
Here is 2 unconnected molecules or ions with the total composition C4H12 from OMol25. Energies are from ωB97M-V with the def2-TZVPD basis set.

Calculated values
Net charge = -1
2S+1 = 2
LUMO energy (spin up / spin down) = 4.1 / 4.0 eV
HOMO-LUMO gap (spin up / spin down) = 2.67 / 10.88 eV
Expectation value of S² = 0.750

Last column: Löwdin charge in e.
Cartesian coordinates (Å):
C 0.17 -0.23 1.52  -0.3322
C -0.61 -1.31 2.44  -0.4668
H -0.81 0.09 1.11  0.0244
H 0.64 0.43 2.15  -0.0264
H 0.96 -0.74 0.86  0.0497
H -0.24 -2.33 2.55  -0.0174
H -0.62 -0.70 3.38  0.0266
H -1.62 -1.74 1.95  0.0334
C 0.83 1.37 -1.89  -0.2094
C -0.31 0.35 -2.13  -0.2896
H 1.83 1.00 -1.98  0.0407
H 0.74 1.93 -2.76  0.0114
H -0.72 0.33 -3.16  0.0458
H -1.07 0.32 -1.27  0.0366
H 0.06 -0.65 -1.82  0.0244
H 0.77 1.89 -0.95  0.0488


Version C
Here is 2 unconnected molecules or ions with the total composition C4H12 from OMol25. Energies are from ωB97M-V with the def2-TZVPD basis set.

Calculated values
Net charge = -1
2S+1 = 2
LUMO energy (spin up / spin down) = 4.3 / 4.3 eV
HOMO-LUMO gap (spin up / spin down) = 2.78 / 11.47 eV
Expectation value of S² = 0.750

Last column: Löwdin charge in e.
Cartesian coordinates (Å):
C -0.93 -0.90 -2.19  -0.2848
C -0.72 -1.94 -1.08  -0.3052
H -1.56 -1.33 -2.95  0.0226
H -1.44 -0.04 -1.80  0.0145
H 0.13 -0.67 -2.67  0.0848
H -0.23 -2.78 -1.57  0.0410
H -1.65 -2.28 -0.59  0.0345
H -0.24 -1.38 -0.26  0.0372
C 0.07 1.40 1.85  -0.4266
C 1.54 1.37 1.31  -0.3351
H 0.01 1.50 2.95  0.0062
H -0.19 2.44 1.58  0.0260
H -0.50 0.49 1.80  0.0039
H 1.55 1.52 0.22  0.0322
H 1.99 0.43 1.61  0.0118
H 2.17 2.17 1.78  0.0372


Q: Which of them is the most stable? A: version A.


Version A
Here is 2 unconnected molecules or ions with the total composition C7H17NO from OMol25. Energies are from ωB97M-V with the def2-TZVPD basis set.

Calculated values
LUMO energy = 0.9 eV
Structure (SMILES) = CC[C@H](O)C(C)C.C=N
HOMO-LUMO gap = 10.46 eV

Last column: Löwdin charge in e.
Cartesian coordinates (Å):
C 0.19 1.37 -1.07  -0.3842
C -0.71 1.46 -2.30  -0.0722
C 0.17 2.70 -0.31  -0.0737
C -0.26 0.20 -0.16  -0.3940
O -0.58 -0.90 -0.97  -0.0614
H 1.21 1.16 -1.40  0.1318
H -1.17 0.54 0.38  0.1430
H -1.73 1.67 -2.00  0.0831
H -0.84 2.91 0.04  0.0806
H -0.70 0.53 -2.84  0.0714
H -0.37 2.26 -2.95  0.0752
H 0.47 3.50 -0.98  0.0764
H 0.84 2.69 0.54  0.0640
C -1.47 -2.46 2.17  -0.1075
C 0.81 -0.16 0.90  -0.2042
C 1.93 -1.02 0.33  -0.0932
N -1.16 -2.91 1.04  0.0421
H -0.68 -3.81 1.03  0.0714
H -0.87 -1.63 -0.39  0.0332
H -2.00 -1.52 2.22  0.0683
H -1.26 -2.94 3.13  0.0743
H 0.33 -0.69 1.72  0.0724
H 1.23 0.76 1.31  0.0971
H 2.39 -0.54 -0.54  0.0713
H 1.54 -1.99 0.01  0.0645
H 2.70 -1.19 1.08  0.0703


Version B
Here is 2 unconnected molecules or ions with the total composition C7H17NO from OMol25. Energies are from ωB97M-V with the def2-TZVPD basis set.

Calculated values
LUMO energy = 0.8 eV
Structure (SMILES) = CN(C)[C@]1(C)CO1.CC
HOMO-LUMO gap = 9.69 eV

Last column: Löwdin charge in e.
Cartesian coordinates (Å):
C 2.33 0.62 -1.30  -0.2065
C 3.64 0.18 -0.68  -0.1941
O 0.79 -0.26 0.67  -0.1109
H 1.41 0.57 -0.35  0.0991
H 1.92 -0.11 -1.99  0.0431
H 2.39 1.58 -1.81  0.0486
H 4.38 -0.08 -1.45  0.0572
H 4.07 0.97 -0.06  0.0597
H 3.47 -0.69 -0.04  0.0565
C -1.53 1.04 -0.98  -0.0775
C -2.69 0.69 1.11  -0.0839
C -0.99 -1.77 -0.14  0.0091
N -1.41 0.67 0.43  -0.1920
C -0.64 -0.53 0.66  -0.5857
C -0.11 -0.69 2.00  0.1002
H -2.26 0.41 -1.52  0.0875
H -0.56 0.95 -1.46  0.0769
H -3.10 1.70 1.05  0.0874
H -3.42 0.00 0.67  0.0856
H -2.55 0.43 2.16  0.0808
H -1.87 2.07 -1.03  0.0897
H -2.03 -2.04 0.02  0.0852
H -0.82 -1.59 -1.20  0.0828
H -0.36 -2.60 0.17  0.0873
H -0.18 0.12 2.71  0.1082
H 0.13 -1.68 2.37  0.1058


Q: Which of them is the most stable? A: version A.


Version A
Here is 2 unconnected molecules or ions with the total composition C7H17NO from OMol25. Energies are from ωB97M-V with the def2-TZVPD basis set.

Calculated values
LUMO energy = 0.8 eV
Structure (SMILES) = CCN(C)C(C)=O.CC
HOMO-LUMO gap = 9.27 eV

Last column: Löwdin charge in e.
Cartesian coordinates (Å):
C -0.27 2.38 0.34  -0.1546
C -1.31 3.14 1.40  -0.0996
C 0.25 0.95 2.32  -0.1222
C 1.59 0.39 -1.08  0.0174
C 0.97 0.08 0.18  -0.4274
O 1.00 -0.87 0.92  0.0591
N 0.24 1.11 0.94  -0.1371
H -0.95 2.31 -0.62  0.1422
H 0.60 3.05 0.42  0.1017
H -0.65 3.33 2.13  -0.0192
H -2.13 2.49 1.51  0.0572
H 1.26 0.98 2.81  0.1080
H 1.03 0.95 -1.80  0.0927
H -1.55 4.28 1.24  0.1111
H -0.52 1.81 2.78  0.1323
H 0.06 0.14 2.82  0.0119
H 2.44 0.97 -1.06  0.0775
H 1.90 -0.47 -1.49  0.0465
C -1.27 -3.40 -1.74  -0.1569
C 0.27 -3.37 -1.71  -0.1611
H -1.65 -4.01 -0.92  0.0587
H -1.69 -2.44 -1.75  0.0364
H -1.70 -3.83 -2.67  0.0715
H 0.85 -4.18 -2.10  0.0532
H 0.64 -3.31 -0.66  0.0714
H 0.59 -2.48 -2.20  0.0294


Version B
Here is a molecular structure, C7H17NO from OMol25. Energies are from ωB97M-V with the def2-TZVPD basis set.

Calculated values
LUMO energy = 0.6 eV
HOMO-LUMO gap = 8.33 eV

Last column: Löwdin charge in e.
Cartesian coordinates (Å):
C -1.10 0.48 1.15  -0.2658
C 0.25 1.69 -0.93  -0.0893
C -2.21 0.29 0.15  -0.0969
C -1.42 1.50 2.22  -0.0770
N 0.48 0.78 0.17  -0.0204
H 0.50 1.13 1.15  0.1092
H -0.82 -0.48 1.61  0.1234
H -0.45 1.25 -1.65  0.0817
H 1.19 1.85 -1.45  0.0902
H -0.12 2.66 -0.60  0.0908
H -1.94 -0.42 -0.63  0.0691
H -0.61 1.60 2.94  0.0816
H -2.50 1.23 -0.30  0.0802
H -3.09 -0.12 0.66  0.0871
H -1.61 2.48 1.77  0.0846
H -2.31 1.20 2.78  0.0930
C 0.97 -1.45 -1.14  -0.2218
C 1.86 -2.68 -1.31  -0.1030
C 1.60 -0.51 -0.11  -0.5204
O 2.64 0.16 -0.42  -0.1344
H 1.57 -0.98 0.90  0.1244
H -0.02 -1.75 -0.81  0.0914
H 0.88 -0.92 -2.09  0.1087
H 1.98 -3.21 -0.37  0.0719
H 1.44 -3.38 -2.03  0.0661
H 2.85 -2.38 -1.65  0.0756


Q: Which of them is the most stable? A: version B.